Below is a structure of composition C35H49Ge2N2OPtSi2 in a non-equilibrium geometry, with properties calculated with ωB97M-V with the def2-TZVPD basis set.

The expectation value of S² is 0.7609. The calculation puts the relative energy (zero: lowest compared OMol25 entry of this formula, charge and spin) at 88.50 kcal/mol. For the total energy, the calculation gives -6399.4056 a.u. The highest occupied orbital energy (alpha / beta) comes out at -0.499 / -0.499 Eh. The multiplicity is 2. As for the charge: +2. For the orbital gap (alpha / beta), the calculation gives 0.2147 / 0.1948 hartree.

Geometry (Å):
1 H -7.34962 1.68184 -1.36806
2 H -6.52622 -2.28026 0.76764
3 C 0.92798 3.00744 -1.60906
4 H 4.76218 0.76924 -5.95616
5 C -5.81152 -1.47576 0.56034
6 H 0.26998 0.97834 4.48314
7 H 0.52358 -2.64046 3.18054
8 H 4.15488 3.47514 1.45774
9 C 3.35578 -0.10796 -2.46296
10 H 0.59018 5.06944 3.30874
11 C 0.44028 4.02984 3.05324
12 H -2.97922 -0.17736 -0.26526
13 H 4.59128 -1.81856 1.49234
14 C 3.36848 -2.47446 -0.15216
15 C 6.19208 0.71864 0.74674
16 O -5.79302 0.18554 -2.62936
17 H -7.47992 1.51674 0.39064
18 H -2.51622 -1.67366 2.65384
19 C 3.46578 -4.83746 -0.61506
20 C 4.77588 -3.91446 1.16534
21 H 1.04118 -1.22986 4.07154
22 H 4.74738 -5.99556 0.65354
23 H 1.90138 2.52214 -1.66486
24 Ge 4.22188 0.98854 1.00714
25 H 6.51348 0.96194 -0.26156
26 H 6.68468 1.40074 1.44054
27 Si -0.32782 -0.57166 2.04464
28 C 4.26388 0.92944 -2.61616
29 N -1.73962 -1.31556 -1.45296
30 H -8.17822 -0.90176 0.05944
31 H -4.83832 -2.29496 -3.50926
32 C 0.25868 1.72464 3.70704
33 C -5.44322 -0.50536 -1.69366
34 C 0.03958 1.38434 2.38024
35 H 0.19048 4.44864 0.97264
36 H 1.06558 4.01694 -1.23406
37 H 2.21258 -1.60796 -3.49466
38 H -2.74892 0.06324 2.55644
39 C 0.91408 -1.63206 3.07094
40 C -2.09902 2.79214 -0.72506
41 C -4.09172 -1.17256 -1.82826
42 H 0.63328 3.32594 5.06274
43 C 4.37798 0.51454 -4.97846
44 H 4.09308 3.26874 -0.28946
45 H -0.63872 -2.51146 -2.72736
46 C -1.62842 -2.15116 -2.48316
47 C 0.21918 3.68354 1.72974
48 C 3.70998 2.89434 0.65304
49 H 4.16548 1.40374 3.49834
50 Si -0.34472 2.01824 -0.54906
51 H 2.64278 0.64754 3.05824
52 C 2.95428 -3.58016 -0.88756
53 N -6.22812 -0.77066 -0.63036
54 C -5.75742 -0.53416 1.76454
55 H 3.14828 -5.68436 -1.20576
56 H -8.00442 -0.66176 -1.69216
57 H -2.59922 -3.22086 -4.06966
58 H 2.63558 3.03944 0.69474
59 H -5.37422 -1.06496 2.63054
60 H 5.48068 -4.03816 1.97414
61 C 4.37158 -5.00906 0.41844
62 H -2.52362 2.53364 -1.68986
63 H 0.55118 3.09014 -2.62486
64 H 4.58678 1.51274 -1.76376
65 C -2.06192 -0.71356 2.87624
66 Ge 2.54938 -0.70026 -0.70126
67 C 4.26808 -2.65576 0.88774
68 H -6.74922 -0.16996 2.01334
69 C 4.78108 1.23264 -3.86396
70 C -7.62542 -0.35856 -0.71016
71 C 3.46268 -0.51516 -4.83496
72 H -2.79142 2.46114 0.04314
73 H 3.15108 -1.08636 -5.69696
74 H -8.91402 1.34134 -0.62506
75 Pt -0.03132 -0.33136 -0.31056
76 C -2.72462 -2.55066 -3.23316
77 H -1.95422 -0.64036 3.95424
78 C -7.84632 1.14654 -0.56346
79 H 4.10478 -0.34016 3.26724
80 C 0.46118 3.05554 4.03164
81 H -4.83472 -1.92966 0.38164
82 H 1.89378 -1.71876 2.60534
83 H -5.12172 0.32164 1.54924
84 H 2.23588 -3.46186 -1.68796
85 H 6.50258 -0.29526 0.98214
86 C 2.94068 -0.81206 -3.58856
87 C -3.97162 -2.04586 -2.91326
88 H -2.03502 3.87444 -0.67016
89 H 5.49678 2.03404 -3.96366
90 C 0.02218 2.34894 1.40724
91 C -2.94712 -0.84056 -1.12226
92 C 3.71708 0.60694 2.90724

Forces on the atoms, in the same order (eV/Å):
0.0 0.0 0.0
0.2 0.0 -0.1
-0.6 -1.4 -0.2
0.1 0.0 0.0
0.1 0.0 0.4
0.0 -0.2 0.2
-0.1 -0.2 0.0
0.2 -0.1 0.2
-1.0 -0.3 0.7
0.0 0.0 0.1
0.0 0.4 -0.2
-0.1 0.0 -0.1
0.0 0.0 0.0
-1.0 0.7 -0.3
-0.8 -0.2 -0.3
0.0 0.1 -0.4
0.0 0.0 0.1
-0.2 -0.2 0.1
-0.1 -0.1 0.0
0.0 0.0 0.0
-0.2 0.4 0.1
0.1 0.0 0.0
0.0 0.0 0.1
0.5 1.1 1.1
0.0 0.0 -0.1
-0.2 0.1 0.1
0.6 3.0 2.6
0.1 0.1 0.4
0.2 0.9 1.0
0.1 0.0 -0.1
-0.1 0.0 0.0
0.0 0.4 -0.1
-0.2 -0.1 0.5
-0.1 -2.8 0.0
0.0 0.2 -0.2
-0.2 0.1 0.4
0.0 -0.1 -0.1
0.0 0.2 -0.1
-0.5 -0.2 -1.4
0.5 -1.4 -0.6
0.1 0.0 -0.2
0.0 0.1 0.1
0.0 0.0 0.0
0.1 0.0 -0.1
0.1 0.0 0.0
0.1 -0.2 -0.3
0.0 -0.1 0.5
0.0 -0.8 -0.2
0.1 0.2 -0.1
0.5 2.5 3.0
-0.1 0.0 -0.1
0.0 0.1 -0.2
0.2 -0.2 -0.3
0.0 -0.4 -0.2
0.0 -0.1 0.0
0.0 -0.1 0.2
0.1 -0.1 0.0
-0.1 -0.1 0.0
0.1 0.0 0.2
0.1 0.0 0.0
0.0 0.0 0.0
-0.3 0.1 -0.2
0.0 0.0 -0.2
0.0 0.0 0.0
0.4 -0.7 -1.5
0.9 0.5 0.7
0.1 0.4 0.1
-0.1 0.1 0.0
0.0 0.0 -0.1
-0.4 0.5 -0.3
-0.1 0.0 -0.2
0.1 -0.1 0.2
0.0 0.0 -0.1
-0.1 0.1 0.0
0.7 -2.1 -2.1
0.0 0.1 0.2
0.4 0.0 0.2
0.0 -0.3 0.0
0.0 -0.1 0.0
0.1 -0.1 0.5
-0.1 0.0 0.1
0.1 0.1 -0.1
0.1 0.1 0.0
0.0 -0.1 -0.1
-0.1 -0.1 0.0
-0.1 -0.2 0.1
0.3 0.2 0.2
0.4 0.2 0.0
0.1 0.1 0.0
-0.2 0.1 -2.8
-0.8 -0.1 -0.1
0.0 -0.2 -0.8

Atom charges from the Mulliken analysis, given in e for atoms 1 to 2: 0.32 0.34